(1)
C5H15N3 as an isolated structure. Source: the OMol25 dataset; level of theory: the ωB97M-V functional and the def2-TZVPD basis.

Geometry as XYZ:
```
23
Properties=species:S:1:pos:R:3
C 0.508 -0.188 -0.246
C 0.119 1.615 0.223
C -0.864 -0.640 -0.279
C -0.706 -2.464 -0.297
C 1.359 2.463 -0.019
N 1.247 -0.357 -1.432
N -0.307 1.557 1.606
N -1.811 -3.110 0.353
H 1.071 -0.553 0.615
H -0.715 1.993 -0.375
H 2.218 -0.090 -1.360
H 0.814 0.053 -2.248
H 0.460 1.255 2.198
H -0.628 2.458 1.951
H -1.818 -2.919 1.349
H -2.697 -2.800 -0.032
H -1.416 -0.444 0.634
H -1.407 -0.369 -1.181
H 0.227 -2.819 0.142
H -0.697 -2.695 -1.361
H 2.237 2.004 0.446
H 1.251 3.473 0.397
H 1.556 2.577 -1.085
```

The HOMO energy comes out at -7.450 eV. The calculation puts the LUMO energy at 1.07 eV. The spin multiplicity is 1. As for the energy above the lowest of the compared OMol25 structures with the same formula, charge and spin: 224.50 kJ/mol. The calculation puts the strongest force on any atom at 5.5 eV/Å.

(2)
An isolated molecule of C17H21ClN4O4S. Source: the OMol25 dataset; level of theory: the ωB97M-V functional and the def2-TZVPD basis.

Geometry as XYZ:
```
48
Properties=species:S:1:pos:R:3
C -2.409 -3.902 -1.944
C -1.945 -3.085 -0.746
N -2.621 -1.803 -0.716
C -2.338 -0.947 0.319
O -1.799 -1.308 1.336
O -2.774 0.276 0.023
C -2.670 1.353 0.993
C -1.209 1.589 1.373
C -3.232 2.567 0.255
C -3.515 1.025 2.223
C -0.470 -2.849 -0.785
N 0.159 -2.060 -1.589
N 1.458 -2.067 -1.225
C 1.551 -2.867 -0.200
S 2.959 -3.257 0.709
C 4.209 -2.279 -0.203
C 4.207 -0.801 0.199
O 5.008 -0.363 0.990
N 3.245 -0.096 -0.444
C 2.909 1.250 -0.301
C 3.615 2.136 0.507
C 3.211 3.457 0.587
C 2.117 3.917 -0.125
C 1.424 3.025 -0.929
Cl 0.053 3.575 -1.831
C 1.804 1.700 -1.024
O 0.364 -3.408 0.124
H -1.954 -4.888 -1.926
H -3.490 -4.011 -1.913
H -2.125 -3.401 -2.867
H -2.167 -3.602 0.195
H -2.827 -1.372 -1.606
H -0.611 1.744 0.479
H -0.814 0.735 1.916
H -1.134 2.471 2.002
H -2.625 2.785 -0.619
H -4.250 2.369 -0.069
H -3.230 3.432 0.911
H -3.495 1.863 2.914
H -4.545 0.832 1.930
H -3.121 0.145 2.725
H 5.163 -2.718 0.087
H 4.026 -2.418 -1.267
H 2.608 -0.633 -1.039
H 4.466 1.786 1.065
H 3.759 4.141 1.216
H 1.805 4.947 -0.062
H 1.251 1.016 -1.650
```

The HOMO energy comes out at -8.609 eV. The calculation puts the LUMO energy at 0.59 eV. The spin multiplicity is 1. As for the energy above the lowest of the compared OMol25 structures with the same formula, charge and spin: 0.00 kJ/mol. Its SMILES is C[C@H](NC(=O)OC(C)(C)C)c1nnc(SCC(=O)Nc2cccc(Cl)c2)o1. The calculation puts the strongest force on any atom at 1.6 eV/Å.

(3)
C28H54AlBr2ClFK2NO13PS2 as an isolated structure. Source: the OMol25 dataset; level of theory: the ωB97M-V functional and the def2-TZVPD basis.

Geometry as XYZ:
```
106
Properties=species:S:1:pos:R:3
C -1.345 0.420 -3.439
C -0.042 0.076 -2.682
C -0.376 -0.855 -1.502
C -0.633 -2.267 -2.034
P 0.974 -0.852 -0.226
C 2.502 -1.251 -1.206
C 3.550 -2.087 -0.433
C 4.701 -1.309 0.207
C 5.093 -2.006 1.525
C 4.015 -1.854 2.592
O 3.939 -2.984 3.482
C 3.032 -3.881 2.961
C 1.562 -3.682 3.222
O 3.432 -4.801 2.289
C 0.965 0.911 0.367
C 2.242 1.355 1.196
C 2.947 2.438 0.395
N 3.978 2.177 -0.548
O 2.546 3.570 0.550
H -1.544 -0.350 -4.180
H -1.276 1.399 -3.901
H -2.157 0.477 -2.723
H 0.387 1.022 -2.362
H 0.669 -0.408 -3.350
H -1.245 -0.436 -0.996
H -0.059 -2.447 -2.939
H -0.497 -3.055 -1.297
H -1.675 -2.326 -2.343
H 2.161 -1.907 -2.006
H 2.942 -0.392 -1.712
H 3.047 -2.739 0.276
H 3.995 -2.730 -1.192
H 5.607 -1.321 -0.392
H 4.473 -0.266 0.411
H 5.351 -3.045 1.341
H 6.000 -1.536 1.907
H 3.058 -1.749 2.064
H 4.174 -0.929 3.145
H 1.242 -2.693 2.900
H 1.033 -4.410 2.608
H 1.307 -3.810 4.273
H 0.806 1.645 -0.420
H 0.080 0.993 1.020
H 1.869 1.868 2.113
H 2.890 0.519 1.539
H 3.793 1.299 -1.025
H 4.884 2.066 -0.106
K 0.975 0.571 3.292
O -4.482 -0.433 -4.883
S -4.916 0.903 -5.157
O -4.760 1.941 -4.188
O -6.434 0.859 -5.635
C -7.398 0.226 -4.771
C -7.732 1.068 -3.555
C -4.216 1.444 -6.677
H -7.042 -0.764 -4.482
H -8.291 0.086 -5.376
H -6.869 1.176 -2.899
H -8.536 0.603 -2.984
H -8.040 2.070 -3.855
H -4.359 0.673 -7.428
H -3.155 1.609 -6.499
H -4.694 2.374 -6.973
C 1.136 5.996 -0.877
C 1.771 7.391 -0.749
C 1.244 8.225 -1.911
S -0.386 7.565 -2.334
O -0.308 7.014 -3.659
O -1.407 8.504 -1.961
C -0.350 6.230 -1.146
H 1.286 5.402 0.018
H 1.586 5.462 -1.715
H 1.471 7.843 0.200
H 2.859 7.345 -0.758
H 1.136 9.330 -1.614
H 1.879 8.143 -2.790
H -0.857 5.360 -1.560
H -0.865 6.575 -0.250
C 1.707 -7.512 1.521
O 2.867 -7.702 0.967
O 0.869 -6.645 1.124
O 1.286 -8.173 2.531
K 1.842 -6.794 4.361
O -1.843 1.926 1.072
C -2.871 2.347 1.519
O -3.378 1.943 2.708
C -4.677 2.546 2.911
C -4.684 3.779 2.019
C -3.796 3.337 0.855
H -5.441 1.822 2.627
H -4.798 2.789 3.964
H -5.684 4.087 1.722
H -4.216 4.616 2.540
H -4.359 2.819 0.078
H -3.235 4.158 0.423
Al 4.074 -6.764 -0.130
Cl 0.445 10.964 -2.171
F -1.595 2.142 -1.219
Br 2.721 -10.317 5.830
C 3.479 -10.589 7.602
C 2.403 -10.720 8.645
Br 1.625 -8.989 9.084
H 4.149 -9.758 7.792
H 4.056 -11.508 7.528
H 2.819 -11.093 9.578
H 1.587 -11.362 8.331
```

The HOMO energy comes out at -9.191 eV. Its total charge is +1. The calculation puts the LUMO energy at -8.21 eV. The spin multiplicity is 1. As for the energy above the lowest of the compared OMol25 structures with the same formula, charge and spin: 153.04 kJ/mol. The calculation puts the strongest force on any atom at 3.8 eV/Å.